1.
Here is a structure of composition C59H49ClFeIN3OP2S2 from the OMol25 dataset. Energies are from ωB97M-V/def2-TZVPD.

## Properties
charge: 0
2S+1: 5
DFT total energy: -6017.762419 Eh
orbital gap (spin up / spin down): 6.56 / 6.89 eV
maximum force: 3.67 eV/Å
relative energy (zero: lowest compared OMol25 entry of this formula, charge and spin): 7.04 kJ/mol

The geometry in XYZ format:
```
119
Properties=species:S:1:pos:R:3:forces:R:3:lowdin_charge:R:1
Fe -15.91311 16.31180 -7.25212 1.00 2.80 -1.57 0.47
O -12.78143 17.69144 -4.71930 0.75 -0.96 1.13 -0.53
S -12.99142 18.27586 -6.04658 -2.34 -0.80 -2.22 0.80
C -13.05941 20.06458 -5.72245 1.07 -1.13 0.66 -0.33
C -12.57040 20.29901 -4.45304 0.22 0.93 -0.15 -0.05
C -12.43292 21.63640 -3.97414 -0.06 -0.22 0.15 -0.01
C -12.79102 22.69127 -4.77122 0.23 -0.67 -0.87 -0.15
C -12.55873 24.18500 -4.65575 0.11 -0.05 0.40 -0.11
C -13.27097 24.82034 -5.88662 0.01 0.56 0.14 -0.11
C -13.70986 23.62711 -6.68743 0.23 -0.73 -1.01 -0.16
C -14.21889 23.55224 -7.96719 0.54 0.54 -0.03 -0.01
C -14.39030 22.28918 -8.52828 -0.41 -0.47 0.28 -0.08
C -14.23553 21.08557 -7.81521 0.59 1.63 -0.46 -0.35
P -14.95685 19.70699 -8.63091 -0.63 -1.10 -0.92 1.03
C -16.53616 20.35320 -9.35930 -0.65 -0.22 0.86 -0.35
C -17.64961 20.22064 -8.51745 -0.31 -0.21 -1.15 -0.14
C -18.94402 20.41353 -8.99983 -0.22 0.58 0.40 -0.09
C -19.16293 20.74818 -10.33365 -0.26 -0.03 0.07 -0.09
C -18.05331 20.92499 -11.15662 -0.18 0.49 -0.66 -0.09
C -16.76478 20.78115 -10.66212 0.79 0.19 -0.43 -0.12
C -13.95008 19.69634 -10.11660 0.13 0.21 -1.51 -0.38
C -14.39455 18.83766 -11.13937 0.17 -0.51 -0.02 -0.12
C -13.50763 18.29883 -12.07133 -0.47 0.34 0.35 -0.09
C -12.17796 18.69539 -12.03204 0.25 -0.08 0.51 -0.10
C -11.79236 19.70285 -11.13532 1.22 0.49 -1.22 -0.10
C -12.69813 20.31875 -10.30465 -0.46 -0.76 1.19 -0.10
C -13.56186 21.08534 -6.57551 -0.17 1.67 0.47 -0.15
C -13.35373 22.40955 -6.06492 0.08 0.23 1.25 -0.06
C -11.47925 17.87879 -7.00579 -0.14 -0.22 0.59 -0.26
C -10.84357 18.93380 -7.55347 0.70 1.29 0.00 -0.08
C -9.43456 18.92536 -7.72235 1.24 -0.41 -0.78 -0.01
C -8.67284 17.81769 -7.39565 -0.87 0.26 -0.27 -0.14
C -7.16808 17.48910 -7.48520 0.04 0.13 -0.04 -0.10
C -7.07468 15.97805 -7.08579 0.37 -0.63 0.09 -0.12
C -8.49578 15.55438 -6.82964 -1.71 0.12 -0.15 -0.15
C -9.07816 14.35593 -6.47193 1.15 -0.54 0.25 -0.01
C -10.47053 14.26341 -6.40678 -0.22 0.04 -0.21 -0.08
C -11.33834 15.28805 -6.72524 0.78 0.66 0.69 -0.32
P -13.06725 14.85756 -6.96743 -0.48 0.36 -0.46 1.09
C -13.28629 13.87422 -5.49826 -0.11 -1.58 0.78 -0.41
C -13.78348 12.56141 -5.41607 -0.89 0.29 0.54 -0.09
C -14.09207 12.00951 -4.14913 -0.38 -0.24 -1.10 -0.09
C -13.86836 12.73124 -2.98701 -0.30 -0.08 0.29 -0.10
C -13.31544 14.00936 -3.05869 0.97 -0.14 -0.66 -0.06
C -12.96527 14.53260 -4.30820 -0.12 0.99 0.46 -0.09
C -12.78598 13.78762 -8.43496 -0.40 -0.06 0.14 -0.35
C -12.58579 12.41631 -8.57473 0.45 -0.48 0.05 -0.10
C -12.58599 11.83369 -9.85159 -0.12 -1.35 0.32 -0.11
C -12.71054 12.57642 -11.00905 0.40 0.72 -0.04 -0.09
C -12.68570 13.96575 -10.84776 -0.33 -0.15 -0.75 -0.08
C -12.79517 14.54275 -9.59553 0.01 0.23 -0.80 -0.13
C -10.80103 16.58689 -6.92670 -0.31 0.53 0.31 -0.12
C -9.40475 16.65225 -7.03213 1.66 -0.36 0.00 -0.08
H -12.21473 19.46517 -3.80757 -0.43 0.69 -0.81 0.12
H -11.99585 21.73610 -2.98603 -0.06 0.34 -0.05 0.11
H -11.45969 24.34733 -4.68083 -0.66 0.13 0.07 0.13
H -12.95593 24.57616 -3.71338 0.23 0.01 -0.10 0.12
H -12.57857 25.48115 -6.45923 -0.46 -0.56 0.28 0.12
H -14.13231 25.47446 -5.61125 0.54 -0.56 -0.02 0.13
H -14.39891 24.44506 -8.56787 -0.03 -0.20 0.17 0.12
H -14.69026 22.20555 -9.58473 -0.14 0.18 0.69 0.11
H -17.50659 19.85278 -7.52912 -0.01 0.06 0.59 -0.08
H -19.78346 20.40201 -8.28922 0.36 -0.30 -0.42 0.11
H -20.19563 20.88694 -10.70378 0.78 -0.09 0.15 0.11
H -18.17351 21.23476 -12.20904 -0.03 -0.20 0.65 0.11
H -15.90194 21.02395 -11.31029 -0.62 -0.37 0.27 0.11
H -15.44725 18.53067 -11.20066 0.53 -0.10 0.41 0.10
H -13.90767 17.53614 -12.74047 0.38 0.28 -0.10 0.10
H -11.44585 18.19497 -12.64853 0.11 0.10 -0.11 0.09
H -10.74782 20.09563 -11.11040 -0.88 -0.50 -0.30 0.11
H -12.38106 21.17649 -9.70032 -0.13 -0.55 0.01 0.10
H -11.40393 19.87564 -7.75524 0.62 -0.73 0.40 0.11
H -8.94212 19.78284 -8.16024 -0.06 0.25 0.10 0.11
H -6.54985 18.05824 -6.74603 -0.56 -0.07 -0.89 0.12
H -6.80071 17.65431 -8.53726 -0.21 0.00 1.16 0.13
H -6.46919 15.81790 -6.15906 -0.35 0.23 -0.74 0.12
H -6.61854 15.32634 -7.87577 -0.32 0.67 0.57 0.13
H -8.50141 13.43058 -6.24824 -0.28 0.89 -0.19 0.13
H -10.90895 13.32502 -6.09550 0.07 -0.20 -0.20 0.11
H -14.10087 12.00462 -6.30756 0.33 0.30 0.34 0.09
H -14.61470 11.02938 -4.14319 0.62 0.69 0.22 0.11
H -14.16796 12.30019 -2.02825 0.19 0.17 -0.26 0.10
H -13.00501 14.56390 -2.17413 -0.39 -0.14 -0.09 0.11
H -12.49214 15.54175 -4.38497 -0.55 -0.92 0.29 0.09
H -12.29529 11.77982 -7.72674 -0.59 0.33 -0.26 0.10
H -12.49618 10.73033 -9.94152 0.00 0.83 0.20 0.11
H -12.73949 12.11644 -12.00749 0.08 0.22 0.61 0.11
H -12.63317 14.61713 -11.71953 -0.14 -0.13 0.15 0.10
H -12.87629 15.62358 -9.57020 -0.05 0.08 0.23 0.10
I -16.50314 18.52990 -5.52782 0.02 -0.78 0.05 0.21
C -18.16887 15.14048 -3.25257 -0.45 -0.39 -0.37 -0.08
C -18.76303 15.29864 -4.66286 -0.72 0.13 -1.01 -0.25
C -18.05787 14.59740 -5.79245 2.99 0.25 -0.88 -0.53
N -16.88378 15.02045 -6.26394 -2.03 -2.83 0.87 -0.13
N -16.24387 14.19779 -7.25262 -3.13 -1.45 1.27 -0.03
C -17.07207 13.17995 -7.53667 2.43 0.42 -0.06 -0.68
N -16.68398 12.18637 -8.38469 0.23 0.12 -0.19 0.12
S -18.50509 13.10557 -6.59690 -0.39 0.36 0.37 1.12
H -18.71359 15.87747 -2.63906 0.73 -0.21 0.01 0.08
H -17.07027 15.23197 -3.24429 -0.56 0.37 0.09 0.08
H -18.43198 14.14707 -2.86927 0.16 0.12 0.01 0.07
H -18.78880 16.36490 -4.96597 0.11 -0.43 0.26 0.07
H -19.80878 14.93451 -4.69677 0.39 0.28 0.26 0.11
H -15.76539 12.23365 -8.85266 -0.91 0.18 0.56 0.12
H -17.16196 11.29762 -8.38738 0.06 0.30 -0.08 0.10
Cl -20.99057 12.80023 -10.81628 -0.87 -0.60 -0.42 0.66
C -19.81989 14.02268 -10.76524 2.71 2.07 0.28 -0.73
C -18.56631 13.91158 -11.45514 -1.77 -0.46 1.12 -0.11
C -17.46786 14.67293 -11.08083 -0.35 0.37 0.65 -0.06
C -17.52964 15.59766 -10.00807 -1.42 -0.26 0.01 -0.33
C -16.42456 16.30921 -9.42080 1.02 0.99 1.39 -0.20
C -18.83714 15.84560 -9.48731 0.15 0.16 -0.14 -0.07
C -19.94749 15.11603 -9.86137 0.20 -1.25 -0.60 -0.13
H -18.49058 13.13067 -12.20190 0.17 0.04 -0.06 0.09
H -16.54262 14.52276 -11.60859 0.33 0.00 -0.06 0.10
H -16.65521 17.38479 -9.27895 0.26 -0.29 -0.49 0.02
H -15.42616 16.11594 -9.82469 -0.22 0.27 -0.40 0.03
H -19.01763 16.63353 -8.73714 0.45 -0.32 -0.37 0.12
H -20.89853 15.33220 -9.39454 -0.10 -0.14 0.03 0.10
```
Positions in Å, forces in eV/Å.



2.
Here is a structure of composition C2H2BrClN2O3 from the OMol25 dataset. Energies are from ωB97M-V/def2-TZVPD.

## Properties
charge: 0
DFT total energy: -3446.696014 Eh
orbital gap: 8.20 eV
maximum force: 3.43 eV/Å
relative energy (zero: lowest compared OMol25 entry of this formula, charge and spin): 109.46 kJ/mol

The geometry in XYZ format:
```
11
Properties=species:S:1:pos:R:3:forces:R:3:nbo_charge:R:1
C 1.13337 0.84418 0.16392 0.13 -0.78 -0.18 0.62
C 2.36896 -0.19184 -0.03649 0.91 0.63 3.25 0.03
N -0.00481 0.20190 0.44952 1.65 -0.41 -0.51 -0.80
N 2.28548 -1.19324 -1.09401 -2.28 -2.11 -0.13 0.43
O 1.24971 -1.87304 -1.10292 0.40 0.97 0.40 -0.38
O 1.35952 2.00563 0.03124 0.10 0.56 0.15 -0.54
O 3.15972 -1.34335 -1.87131 1.57 0.36 -0.87 -0.28
Cl 2.25785 -1.56546 1.84076 0.27 1.83 -2.54 -0.19
Br 4.04639 0.72952 0.01200 -1.12 -0.79 0.03 0.25
H 0.15008 -0.78283 0.26073 -1.31 -0.21 0.52 0.43
H -0.83500 0.68517 0.72225 -0.33 -0.06 -0.13 0.43
```
Positions in Å, forces in eV/Å.